(1)
57
Properties=species:S:1:pos:R:3:forces:R:3 method="wB97M-V/def2-TZVPD" homo_ev="-14.3 / -14.3" e_lumo_ha="-0.3762 / -0.3762" energy_ha=-3400.42673 largest_force_ev_per_a=2.60 multiplicity=2 total_charge=+2 e_above_lowest_kj_mol=246.7 gap_ev="4.0 / 4.1"
Pd -0.0871 0.3112 -0.0399 -1.378 0.513 -0.590
F -1.3906 2.2505 4.7003 -0.011 0.003 -0.009
C -1.4623 2.4021 3.3770 -0.002 -0.008 0.054
C -0.8917 1.4050 2.5950 -0.111 0.047 -0.074
C -0.9741 1.5512 1.2288 -0.094 0.066 0.293
C -1.5358 2.6811 0.6358 0.014 0.056 0.063
C -2.1155 3.6209 1.4860 0.044 0.079 -0.075
F -2.7022 4.6869 0.9477 0.025 0.007 0.011
C -2.0990 3.5077 2.8594 0.039 -0.047 -0.003
C -1.4147 2.7854 -0.8096 -0.068 -0.274 0.234
C -1.4764 3.9335 -1.5756 -0.135 -0.046 -0.062
C -1.2381 3.8343 -2.9365 -0.004 0.014 0.006
C -0.9858 2.5931 -3.4986 -0.097 0.013 -0.058
C -0.9252 1.4895 -2.6776 -0.122 -0.156 0.137
N -1.1245 1.5776 -1.3522 0.589 0.484 -0.494
H -0.4382 0.5852 3.1152 0.015 -0.048 -0.031
H -2.5519 4.2581 3.4912 -0.005 -0.007 0.008
H -1.6818 4.8852 -1.1124 -0.005 -0.008 0.011
H -1.2462 4.7235 -3.5523 -0.014 -0.006 -0.007
H -0.8186 2.4753 -4.5590 -0.005 -0.008 0.001
H -0.7215 0.5093 -3.0763 0.103 -0.003 0.009
Cl 3.6308 -2.3794 6.4941 0.030 -0.026 0.020
C 3.2771 -1.6914 5.0260 -0.204 -0.038 -0.045
C 4.2608 -1.0178 4.3146 0.052 0.017 -0.007
C 3.9070 -0.4022 3.1350 -0.192 -0.038 0.076
Cl 4.9928 0.3371 2.1500 -0.007 0.084 -0.018
C 2.4321 -0.3342 2.7173 0.262 0.006 -0.227
O 2.0795 0.4967 1.9282 -0.084 -0.084 0.490
C 1.5169 -1.3025 3.3802 -0.063 -0.087 -0.030
C 0.1920 -1.6834 2.7925 0.106 -0.058 0.016
O -0.1946 -1.3704 1.6942 0.313 0.044 0.071
C 1.9156 -1.9017 4.5088 0.170 0.107 0.017
H 5.2802 -0.9967 4.6773 -0.004 0.025 0.000
H -0.4212 -2.3277 3.4407 -0.003 -0.047 -0.035
H 1.2734 -2.5752 5.0648 -0.009 -0.016 -0.021
F 1.3520 2.0893 -0.4083 0.418 -0.446 0.737
Sb 2.8338 1.0431 -1.1341 0.325 0.686 -2.482
F 2.9480 2.1945 -2.6017 0.058 0.180 0.250
F 3.9078 2.1589 -0.0906 0.006 -0.527 0.540
F 2.4415 -0.6103 -0.2047 -0.011 0.425 0.757
F 4.2942 0.0748 -1.7814 -0.077 -0.052 0.178
F 1.3498 0.3258 -2.1486 0.151 -0.597 0.070
N -1.6011 -4.7406 -4.7787 0.046 -0.025 0.090
C -2.4648 -4.2725 -3.8526 -0.035 -0.092 -0.046
O -3.6153 -4.6265 -3.7380 -0.004 0.066 -0.003
C -1.9209 -3.2379 -2.8938 -0.020 0.077 0.035
C -2.7384 -2.1593 -2.5747 -0.030 -0.020 0.018
C -2.2882 -1.2191 -1.6748 -0.043 -0.073 0.198
N -1.0935 -1.3281 -1.0747 -0.006 -0.253 0.096
C -0.3224 -2.3875 -1.3424 0.004 0.064 0.008
C -0.6958 -3.3565 -2.2540 0.035 -0.039 -0.053
H -1.9363 -5.4259 -5.4370 -0.001 0.006 -0.010
H -0.6821 -4.3566 -4.9053 -0.008 0.007 -0.028
H -3.7197 -2.0720 -3.0204 0.000 -0.005 0.004
H -2.8922 -0.3672 -1.3969 0.008 0.030 -0.044
H 0.6234 -2.4472 -0.8173 0.030 0.019 -0.047
H -0.0409 -4.1969 -2.4405 0.008 0.008 0.002



(2)
23
Properties=species:S:1:pos:R:3:forces:R:3 method="wB97M-V/def2-TZVPD" homo_ev=-9.1 e_lumo_ha=0.0373 energy_ha=-351.30712 largest_force_ev_per_a=1.65 total_charge=0 e_above_lowest_kj_mol=60.6 smiles=Cc1ccccc1.CC gap_ev=10.2
C -1.2664 -0.7083 -2.6314 0.616 0.547 -1.362
C -0.4915 0.5169 -3.1725 1.078 -0.964 0.748
H -0.6852 -1.6220 -2.7841 0.083 0.118 -0.305
H -1.3690 -0.6746 -1.5515 -0.937 0.267 -0.042
H -2.0981 -0.7481 -3.3376 -0.846 -0.537 1.163
H -0.7974 1.4901 -2.7967 -0.210 -0.106 0.210
H -0.5062 0.5638 -4.2589 0.037 -0.115 -0.046
H 0.5290 0.2999 -2.8371 0.203 0.794 -0.316
C -0.5481 1.9716 2.0542 -0.682 -0.120 -0.692
C 1.3714 -1.7696 1.0473 -0.648 -0.265 0.873
C 1.4928 -0.6638 0.2319 0.532 -0.149 -0.442
C 0.6783 -1.6166 2.2397 -1.230 0.414 1.020
C 0.9259 0.5476 0.5806 -0.348 0.051 -0.202
C 0.0305 -0.4204 2.5845 0.987 -0.100 -1.119
C 0.1163 0.6565 1.7014 -0.066 0.513 1.141
H 1.7460 -2.7536 0.8054 0.252 0.116 -0.239
H 2.0568 -0.7666 -0.6860 0.041 0.173 -0.067
H 0.4694 -2.3893 2.9750 0.622 -0.459 -0.416
H 1.0848 1.4263 -0.0318 -0.080 -0.054 -0.171
H -0.4396 -0.3044 3.5500 -0.295 -0.107 -0.065
H 0.1622 2.6980 2.4394 -0.042 0.074 0.153
H -1.4229 1.8739 2.7027 0.503 -0.277 0.506
H -1.0389 2.3927 1.1755 0.432 0.186 -0.328



(3)
6
Properties=species:S:1:pos:R:3:forces:R:3 method="wB97M-V/def2-TZVPD" homo_ev=-10.1 e_lumo_ha=0.0365 energy_ha=-277.08176 largest_force_ev_per_a=3.29 total_charge=0 e_above_lowest_kj_mol=73.3 gap_ev=11.0
C 0.3072 -0.6178 0.0615 -0.334 1.443 1.498
C -0.4072 0.4994 0.1633 0.137 0.593 -3.236
H 0.5017 -1.3206 0.8336 -0.386 -0.324 0.828
H -1.0006 0.9729 0.8966 -0.389 -0.363 1.010
F 1.1118 -0.8261 -0.9411 0.505 -0.309 -1.756
F -0.5128 1.2922 -1.0139 0.467 -1.041 1.655



(4)
69
Properties=species:S:1:pos:R:3:forces:R:3 method="wB97M-V/def2-TZVPD" homo_ev="-16.0 / -16.4" e_lumo_ha="-0.3710 / -0.3711" energy_ha=-2179.86268 largest_force_ev_per_a=0.53 multiplicity=2 total_charge=+3 e_above_lowest_kj_mol=104.7 gap_ev="6.0 / 6.3"
Ir -1.3581 -0.9965 1.0334 -0.102 -0.049 0.303
O 0.3111 0.9772 -0.7808 0.029 0.195 -0.388
N -0.3388 2.1603 -0.5624 0.385 0.144 0.153
C 0.2662 3.2968 -0.7732 0.023 0.017 -0.064
C -0.5322 4.4571 -0.5533 -0.073 -0.011 -0.023
C -0.1419 5.7784 -0.7223 -0.003 0.001 0.023
C -1.0832 6.7731 -0.4702 -0.024 0.020 0.012
C -2.3671 6.4453 -0.0573 0.044 0.030 -0.009
C -2.7652 5.1118 0.1108 0.037 -0.051 -0.012
C -1.8405 4.1255 -0.1492 -0.199 0.157 0.313
P -2.0420 2.3523 -0.1096 0.020 0.024 -0.512
C -2.5587 1.6819 1.4368 0.004 0.003 -0.043
C -2.2197 2.2842 2.6385 -0.011 -0.015 -0.041
C -2.6958 1.7249 3.8210 -0.013 -0.041 0.099
C -3.4767 0.5768 3.8003 0.106 0.123 0.039
C -3.7925 -0.0398 2.5905 0.140 -0.148 -0.130
C -3.3325 0.5004 1.3924 -0.055 0.052 -0.066
C -2.9930 1.7445 -1.4683 0.101 -0.051 0.026
C -4.3499 2.0898 -1.4872 -0.060 -0.014 -0.020
C -5.1289 1.6972 -2.5601 0.007 0.001 -0.003
C -4.5599 0.9678 -3.6004 0.005 0.007 0.011
C -3.2151 0.6225 -3.5726 0.009 0.001 0.004
C -2.4174 1.0095 -2.5068 -0.019 -0.012 -0.034
H 0.9810 0.9174 -0.0700 -0.369 -0.179 0.334
H 1.3006 3.2892 -1.1030 0.013 -0.017 0.001
H 0.8622 6.0328 -1.0362 0.011 -0.019 -0.008
H -0.8081 7.8117 -0.5935 -0.006 0.003 0.005
H -3.0795 7.2342 0.1447 0.004 0.009 -0.007
H -3.7726 4.8907 0.4384 -0.001 -0.021 -0.004
H -1.5988 3.1705 2.6640 -0.008 0.009 0.027
H -2.4594 2.1949 4.7668 0.002 0.012 -0.010
H -3.8591 0.1758 4.7305 -0.019 -0.018 -0.011
H -4.4275 -0.9167 2.5711 -0.017 0.012 0.029
H -3.7307 0.1636 0.4435 0.011 -0.034 0.000
H -4.8004 2.6619 -0.6830 0.016 0.002 0.010
H -6.1754 1.9678 -2.5928 -0.003 0.000 -0.001
H -5.1719 0.6735 -4.4425 -0.002 -0.004 -0.004
H -2.7814 0.0595 -4.3877 -0.004 -0.001 -0.006
H -1.3703 0.7377 -2.4953 0.003 0.004 0.004
C -4.3000 -3.8301 -0.6038 0.052 -0.055 -0.012
C -3.7260 -2.6606 -0.1008 -0.122 0.026 0.107
N -2.4334 -2.5445 0.1648 0.117 -0.006 0.104
C -1.6320 -3.6119 -0.1182 0.015 -0.027 -0.130
C -2.1204 -4.8236 -0.6134 -0.038 0.003 -0.016
C -3.5052 -4.9231 -0.8437 -0.024 0.075 0.040
C -1.1997 -5.8882 -0.8906 0.075 -0.011 0.013
C 0.1304 -5.7118 -0.7329 -0.060 -0.037 -0.006
C 0.6580 -4.4546 -0.2867 0.038 0.017 -0.001
C 2.0368 -4.1878 -0.1824 -0.034 0.077 0.030
C 2.4457 -2.9373 0.2069 0.002 -0.036 -0.016
C 1.4953 -1.9621 0.5189 0.081 0.078 0.055
N 0.1914 -2.1941 0.4558 -0.221 -0.171 -0.070
C -0.2273 -3.4255 0.0399 -0.007 -0.008 -0.060
H -5.3648 -3.8568 -0.7852 0.000 -0.003 -0.005
H -4.3566 -1.8052 0.0993 0.033 0.024 0.055
H -3.9288 -5.8467 -1.2169 0.011 -0.007 -0.008
H -1.5919 -6.8328 -1.2438 -0.006 0.004 -0.004
H 0.8230 -6.5123 -0.9570 0.005 0.001 -0.002
H 2.7585 -4.9597 -0.4171 -0.005 -0.012 -0.009
H 3.4929 -2.6839 0.2889 0.006 -0.010 -0.001
H 1.8233 -0.9866 0.8533 -0.019 -0.023 0.014
N -0.9139 -1.5700 3.2222 0.086 0.081 0.346
N 0.3156 -0.9293 3.5351 -0.034 0.006 -0.304
C 0.7783 0.0463 2.6551 0.143 -0.064 0.433
O 1.9089 0.4681 2.7260 -0.057 0.022 -0.056
O -0.1176 0.4629 1.7915 0.037 -0.022 -0.401
H -1.6066 -1.2290 3.8855 -0.083 -0.127 -0.050
H -0.8266 -2.5715 3.3783 0.063 0.012 -0.121
H 1.0040 -1.4508 4.0575 -0.040 0.054 0.078



(5)
47
Properties=species:S:1:pos:R:3:forces:R:3 method="wB97M-V/def2-TZVPD" homo_ev=-9.6 e_lumo_ha=-0.0268 energy_ha=-9011.19537 largest_force_ev_per_a=7.19 total_charge=0 gap_ev=8.9
C -3.1258 1.3870 4.3805 5.616 2.672 -3.497
C -2.0336 1.6578 3.6756 -4.848 -0.315 3.865
C -0.6316 2.2087 3.0439 -1.015 -0.824 0.741
C 0.1971 1.0117 2.3486 0.129 -0.430 0.724
C -0.5056 0.3478 1.0616 -0.694 0.270 -0.311
C -0.7674 1.4122 -0.1629 -1.148 0.459 2.776
O -1.7654 0.9674 -1.1142 1.478 -1.700 0.461
C -1.4502 -0.2685 -1.7649 2.125 -0.038 -6.141
O -0.9963 -0.1930 -2.9683 -2.421 -0.286 6.229
C -1.6859 -1.7640 -1.2034 -0.662 0.671 -0.382
O -0.5076 -2.5386 -1.5374 -0.951 0.625 2.171
C -0.1026 -3.4341 -0.4652 2.124 -0.847 -0.629
C 1.5348 -3.4205 -0.3346 -0.677 -1.144 0.844
O 2.1950 -3.6087 -1.6106 0.334 1.323 0.977
C 3.4400 -2.8676 -1.7017 1.473 0.677 0.670
C 4.5979 -3.4013 -0.6709 0.294 1.205 -0.750
N 0.5012 1.9523 -0.7357 0.653 -0.677 -2.156
C 0.3214 2.9165 -1.8340 -1.398 0.832 -5.313
O -0.2048 2.7286 -2.9593 2.647 0.902 6.180
F 0.8743 4.2521 -1.6064 -1.213 -3.683 0.322
C 1.5652 0.9641 -0.9484 5.392 -1.896 2.980
O 2.4274 0.7143 -0.0319 -5.065 1.257 -4.944
F 1.8055 0.2399 -2.1928 -1.551 2.603 2.982
H -4.0732 1.5401 5.0336 2.213 -0.750 -1.672
H -0.8776 3.0950 2.3489 0.308 -1.519 1.016
H 0.0116 2.6391 3.9161 -1.326 -0.889 -1.475
H 1.2709 1.3869 2.1856 -1.704 -0.631 -0.175
H 0.2760 0.1642 3.1496 -0.140 1.514 -1.451
H -1.5770 0.0192 1.3921 1.818 0.713 -0.633
H 0.0089 -0.6199 0.6823 -0.499 1.744 0.713
H -1.2651 2.3198 0.3840 0.918 -1.691 -1.472
H -2.5694 -2.2079 -1.8251 1.318 1.017 1.282
H -1.9364 -1.7096 -0.0837 0.395 -0.381 -1.668
H -0.4927 -3.1565 0.5798 0.251 -0.455 -1.635
H -0.3682 -4.5096 -0.8003 0.108 1.706 0.849
H 1.8940 -2.5092 0.2708 -0.452 -1.029 -1.257
H 1.7807 -4.3614 0.3173 -0.456 1.640 -0.883
H 3.3008 -1.7380 -1.4353 -0.139 -1.989 -0.520
H 3.8698 -2.9040 -2.7863 -1.156 -0.209 1.939
H 5.1653 -4.3114 -1.0854 -1.143 1.179 0.886
H 5.3755 -2.5291 -0.6261 -1.299 -1.576 -0.026
H 4.2001 -3.5293 0.4000 0.597 -0.077 -1.736
C -3.8835 4.2777 -0.6340 0.050 -0.041 -0.236
Br -5.7614 4.5170 -1.0617 0.417 -0.049 0.156
Br -2.9786 5.9756 -0.3771 -0.185 -0.381 -0.001
Br -3.6346 3.0915 0.8830 -0.368 0.364 -0.056
H -3.4189 3.7956 -1.4955 -0.145 0.132 0.257